Entry 1:
DFT (ωB97M-V/def2-TZVPD) results for H10O5 as an isolated structure at a distorted geometry.

Structure (XYZ):
```
15
Properties=species:S:1:pos:R:3:forces:R:3
O 1.845 1.883 0.137 4.582 8.264 2.435
H 1.241 1.141 0.119 2.173 3.528 1.367
H 2.207 1.920 -0.748 -0.041 0.124 0.072
O 0.931 0.262 -0.350 -3.387 -9.303 -6.360
H 1.182 -0.600 -0.683 0.472 -0.125 0.213
H 0.313 0.075 0.357 -0.301 -0.067 -0.158
O -1.773 0.746 1.129 -5.907 5.726 -0.917
H -1.261 -0.039 1.322 -3.916 1.966 0.829
H -1.662 0.880 0.187 -0.256 0.422 -0.203
O -0.353 -0.578 1.259 6.955 -9.077 3.101
H 0.046 -0.907 2.064 0.599 -0.042 0.729
H -0.531 -1.363 0.741 -0.161 -0.855 -0.738
O -0.704 -1.280 -1.481 -0.450 -0.692 -0.026
H 0.013 -0.996 -2.048 -0.021 0.213 -0.238
H -1.493 -1.145 -2.006 -0.341 -0.082 -0.105
```
Forces are in eV/Å.

Values from the calculation:
**Net charge**: 0
**Frontier orbital gap**: 8.425 eV

For each atom in turn, the Mulliken charge in e is: -0.8358, 0.6752, 0.2199, -0.6496, 0.2902, 0.2907, -0.7974, 0.4317, 0.2617, -0.5918, 0.2940, 0.3724, -0.5790, 0.3206, 0.2972


Entry 2:
DFT (ωB97M-V/def2-TZVPD) results for a 8-piece molecular cluster, C3H21NO7 overall at a distorted geometry.

Structure (XYZ):
```
32
Properties=species:S:1:pos:R:3:forces:R:3
C -0.752 -2.471 1.950 1.438 0.215 -2.306
C -0.888 -0.973 1.473 1.595 -1.193 1.660
C -2.565 0.269 0.516 -2.220 -0.166 -1.868
N -1.911 -0.800 0.496 0.204 -0.239 -0.308
H -0.101 -2.577 2.826 -0.635 0.155 0.078
H -1.738 -2.873 2.006 -0.651 -0.443 0.765
H -0.226 -3.129 1.162 -0.695 1.131 0.837
H 0.085 -0.662 1.084 -0.169 -0.024 -0.177
H -1.010 -0.369 2.387 -0.352 0.102 -0.310
H -2.498 1.097 1.193 0.485 0.356 0.677
H -3.389 0.342 -0.265 1.002 0.153 0.862
H -1.247 -0.933 -1.751 -0.665 0.060 1.020
H -0.264 -1.890 -2.367 0.548 -2.260 0.299
O -0.570 -1.015 -2.405 0.291 2.541 -1.187
H -0.871 2.645 3.286 -0.592 -0.052 0.242
H -0.031 2.918 2.104 -1.614 -0.225 -0.352
O -1.019 2.882 2.365 1.736 0.105 0.130
H 2.988 0.122 -0.023 1.088 0.229 0.174
H 1.628 -0.115 -0.366 0.593 -0.336 1.511
O 2.214 -0.168 0.444 -1.464 -0.122 -1.382
H 1.208 1.755 -1.739 0.192 0.008 -0.202
H 0.342 2.974 -1.405 -2.615 1.055 -0.414
O 1.180 2.619 -1.302 2.443 -0.879 0.549
H -0.173 -3.993 -1.083 0.741 -0.642 1.559
H -1.312 -3.580 -1.887 -1.967 0.095 -0.172
O -0.383 -3.625 -1.914 1.189 0.150 -1.333
H 2.634 0.074 -2.818 1.488 -0.768 -1.908
H 1.102 -0.281 -2.426 -1.303 -1.236 -1.071
O 1.906 0.183 -2.273 -0.550 1.906 2.484
H 1.364 2.411 0.503 0.263 0.236 -0.810
H 2.005 3.339 1.617 -0.089 -0.306 -0.524
O 1.444 2.570 1.446 0.285 0.392 1.477
```
Forces are in eV/Å.

Values from the calculation:
**SMILES**: C=NCC.O.O.O.O.O.O.O
**Net charge**: 0
**Frontier orbital gap**: 10.257 eV

For each atom in turn, the Mulliken charge in e is: -1.1137, 0.4509, -0.2580, -0.4026, 0.3638, 0.3887, 0.0678, -0.1830, 0.3194, 0.2942, 0.2373, 0.2726, 0.4396, -0.7340, 0.2972, 0.4086, -0.6657, 0.3091, 0.2416, -0.6307, 0.3690, 0.3261, -0.6965, 0.2825, 0.3181, -0.6886, 0.2136, 0.4166, -0.6649, 0.4286, 0.2973, -0.7050


Entry 3:
DFT (ωB97M-V/def2-TZVPD) results for C5H7NO as an isolated structure.

Structure (XYZ):
```
14
Properties=species:S:1:pos:R:3:forces:R:3
O 0.896 -1.761 1.141 0.184 0.181 -0.059
C 1.627 -0.873 0.611 -0.005 0.059 -0.052
N 1.524 0.415 0.854 -0.082 -0.319 0.088
C 0.061 1.143 -0.647 0.053 0.222 -0.171
C -1.378 0.868 -0.837 0.018 0.069 -0.006
C -1.150 -0.371 -0.101 0.098 -0.582 0.289
C -0.907 -1.451 0.446 -0.331 0.397 -0.265
H 2.312 -1.163 -0.201 -0.094 0.016 0.092
H 0.867 0.502 1.634 0.041 0.074 -0.047
H 0.741 0.843 -1.433 -0.098 0.015 0.145
H 0.359 2.012 -0.079 -0.051 -0.158 -0.066
H -2.052 1.557 -0.324 0.111 -0.110 -0.062
H -1.708 0.698 -1.866 0.066 0.007 0.156
H -1.192 -2.420 0.801 0.090 0.128 -0.043
```
Forces are in eV/Å.

Values from the calculation:
**Net charge**: 0
**Frontier orbital gap (spin up / spin down)**: 8.665 / 8.665 eV

For each atom in turn, the Mulliken charge in e is: -0.5544, 0.0605, -0.6220, -0.6469, -0.1462, -0.2914, 0.0051, 0.3862, 0.2908, 0.3338, 0.3458, 0.2170, 0.2313, 0.3904


Entry 4:
DFT (ωB97M-V/def2-TZVPD) results for an isolated ion of composition C3H9N4 and charge +1 at a distorted geometry.

Structure (XYZ):
```
16
Properties=species:S:1:pos:R:3:forces:R:3
C 0.381 1.248 -0.067 -1.207 -0.357 1.050
C -0.685 0.411 -0.132 -4.358 1.661 -2.001
C 1.680 0.589 0.104 -1.108 -0.706 -1.766
N -0.589 -0.925 -0.426 0.406 5.176 -0.107
N -2.250 1.028 -0.131 3.043 -3.968 -2.878
N -1.231 -1.719 0.277 -2.849 -3.671 2.476
N 1.395 -0.771 -0.216 1.983 -1.925 -1.843
H 0.248 2.307 0.045 0.026 0.236 0.011
H 2.391 1.002 -0.522 1.614 0.940 -1.589
H 2.101 0.597 1.035 0.624 0.349 2.874
H -2.072 1.884 0.242 0.337 3.235 1.731
H -2.469 1.270 -1.150 0.408 -0.862 1.605
H -1.179 -2.686 0.170 0.682 -1.665 -0.880
H -1.753 -1.537 1.106 -0.654 1.377 0.277
H 1.306 -0.997 -1.192 -0.173 1.051 -0.878
H 2.029 -1.506 -0.048 1.227 -0.870 1.917
```
Forces are in eV/Å.

Values from the calculation:
**Multiplicity**: 3
**Net charge**: +1
**Frontier orbital gap (spin up / spin down)**: 8.666 / 6.638 eV
**Expectation value of S²**: 2.03

For each atom in turn, the Mulliken charge in e is: -0.5363, 0.6903, -0.5426, 0.0388, -0.6181, -0.3317, -0.3703, 0.3470, 0.3628, 0.3569, 0.2687, 0.2940, 0.2377, 0.2410, 0.3281, 0.2337


Entry 5:
DFT (ωB97M-V/def2-TZVPD) results for C33H28AuFN3O6PSe2 as an isolated structure.

Structure (XYZ):
```
75
Properties=species:S:1:pos:R:3:forces:R:3
Au -1.107 0.295 -0.639 -0.124 -0.045 0.044
Se -2.055 2.318 0.279 0.049 0.006 0.058
P -2.373 3.058 -1.755 0.007 0.084 0.024
Se -1.746 1.230 -2.775 0.021 -0.033 -0.054
C -4.078 3.521 -2.074 -0.038 -0.124 -0.025
C -4.506 4.836 -1.900 0.006 0.022 0.035
C -5.844 5.149 -2.080 0.038 0.020 0.014
C -6.748 4.157 -2.431 -0.013 -0.046 -0.016
C -6.323 2.845 -2.599 -0.031 0.044 0.005
C -4.989 2.523 -2.417 0.033 0.024 -0.007
C -1.339 4.463 -2.176 -0.074 0.010 -0.148
C -0.241 4.811 -1.399 0.024 -0.021 0.032
C 0.593 5.838 -1.817 -0.005 -0.019 0.031
C 0.338 6.501 -3.007 -0.015 0.007 -0.029
C -0.751 6.142 -3.792 0.025 0.017 0.016
C -1.593 5.125 -3.381 0.003 -0.006 0.040
H -3.802 5.611 -1.624 0.009 0.009 -0.011
H -6.180 6.169 -1.948 0.002 0.000 0.002
H -7.791 4.406 -2.576 0.000 0.003 0.002
H -7.030 2.074 -2.872 0.003 -0.003 -0.003
H -4.648 1.504 -2.548 -0.009 0.000 -0.002
H -0.035 4.276 -0.481 0.006 0.002 0.001
H 1.447 6.113 -1.212 0.000 -0.001 0.000
H 0.994 7.298 -3.330 0.003 -0.002 0.000
H -0.942 6.655 -4.725 -0.005 -0.001 0.000
H -2.442 4.845 -3.993 0.008 -0.002 -0.003
F -0.348 0.180 -5.594 0.000 0.004 -0.007
C 0.006 -0.846 -4.798 0.010 -0.010 -0.003
C 1.074 -0.758 -3.996 0.004 0.000 -0.004
N 1.479 -1.791 -3.192 -0.023 -0.009 0.008
C 2.476 -1.539 -2.153 -0.011 -0.013 -0.001
C 1.960 -0.542 -1.093 0.022 0.018 -0.029
O 2.360 -0.704 0.066 -0.007 -0.004 0.009
O 1.175 0.353 -1.522 0.055 0.035 0.013
C 0.780 -2.986 -3.158 0.018 0.013 -0.001
O 1.088 -3.933 -2.469 -0.004 -0.004 0.002
N -0.316 -3.031 -4.005 0.000 -0.005 -0.007
C -0.822 -2.036 -4.833 -0.009 0.011 0.005
O -1.833 -2.194 -5.484 0.001 -0.006 0.000
H 1.664 0.144 -3.948 0.000 0.000 0.006
H 3.379 -1.134 -2.614 -0.004 0.005 0.004
H 2.714 -2.487 -1.685 0.005 0.002 0.003
H -0.837 -3.896 -3.976 -0.001 0.000 0.002
C 2.928 -2.174 7.363 0.001 -0.003 0.001
C 3.202 -1.832 5.923 -0.002 0.002 0.000
C 4.457 -1.370 5.547 0.005 0.000 -0.001
C 4.726 -1.032 4.229 -0.002 -0.003 0.007
C 3.744 -1.182 3.267 -0.009 -0.003 -0.018
C 2.485 -1.652 3.630 0.021 0.012 0.014
N 1.495 -1.760 2.622 -0.015 -0.018 0.016
C 1.048 -2.975 2.156 -0.010 -0.014 -0.019
C 1.455 -4.190 2.728 0.002 0.046 0.002
C 1.038 -5.396 2.202 -0.002 -0.023 0.000
C 0.220 -5.456 1.077 0.002 -0.002 0.000
C -0.186 -4.274 0.497 -0.002 0.010 -0.004
C 0.187 -3.042 1.037 0.009 0.007 0.000
C -0.353 -1.848 0.396 0.020 0.007 0.049
O -0.656 -1.824 -0.841 -0.012 0.025 -0.047
O -0.584 -0.764 1.056 0.008 -0.013 -0.004
C 2.190 -1.958 4.962 -0.010 0.000 -0.009
C 0.809 -2.396 5.365 -0.002 -0.004 -0.002
H 3.838 -2.103 7.956 -0.001 0.000 0.000
H 2.532 -3.187 7.466 0.000 0.000 -0.001
H 2.189 -1.498 7.800 0.000 0.001 0.000
H 5.231 -1.271 6.299 0.000 0.000 0.000
H 5.707 -0.667 3.950 0.000 0.000 -0.001
H 3.928 -0.948 2.225 0.001 0.000 0.002
H 1.583 -1.059 1.892 0.009 -0.002 -0.001
H 2.138 -4.173 3.566 0.000 -0.006 0.002
H 1.381 -6.313 2.665 0.001 0.002 0.002
H -0.080 -6.406 0.659 0.002 -0.001 0.003
H -0.804 -4.277 -0.390 0.000 0.001 -0.003
H 0.763 -3.473 5.548 0.000 -0.001 0.001
H 0.086 -2.162 4.586 0.002 0.002 -0.001
H 0.497 -1.900 6.285 0.001 -0.001 0.002
```
Forces are in eV/Å.

Values from the calculation:
**Net charge**: 0
**Frontier orbital gap**: 5.151 eV

For each atom in turn, the Mulliken charge in e is: 0.6286, -0.3412, 0.8967, -0.2151, 0.5936, -0.3233, -0.6797, -0.4182, -0.7041, -0.5088, 0.6971, -0.4504, -0.6498, -0.4325, -0.6846, -0.4103, 0.4439, 0.3959, 0.3884, 0.4072, 0.3746, 0.2549, 0.4127, 0.3952, 0.3985, 0.4312, -0.3974, -0.0326, 0.2604, 0.1867, -1.0388, 0.6794, -0.7567, -0.5493, 0.3203, -0.6416, 0.0040, 0.4943, -0.6653, 0.3872, 0.2583, 0.4502, 0.2319, -1.5195, 1.1217, -0.8793, -0.7679, -0.8114, -0.2291, 0.3516, 0.8307, -0.6341, -0.7626, -1.0392, -0.3265, 0.6933, 0.6406, -0.6581, -0.7974, 0.8867, -1.6080, 0.3864, 0.3026, 0.3316, 0.3325, 0.4039, 0.5406, 0.2193, 0.5156, 0.3938, 0.4077, 0.4118, 0.3452, 0.2976, 0.5286


Entry 6:
DFT (ωB97M-V/def2-TZVPD) results for C5H7NO as an isolated structure at a distorted geometry.

Structure (XYZ):
```
14
Properties=species:S:1:pos:R:3:forces:R:3
O 1.573 -0.744 -1.086 0.348 0.010 -0.258
C 1.081 -0.271 0.131 0.018 -0.006 0.097
C 0.444 1.107 0.274 0.349 0.282 -0.045
C -0.970 0.990 -0.135 -0.106 -0.672 1.081
C -1.240 -0.439 -0.598 -0.094 -0.001 0.114
C -0.283 -0.800 0.544 0.252 -0.721 0.025
N -0.499 0.524 1.243 -0.012 -0.428 0.585
H 2.491 -0.468 -1.170 -0.001 -0.062 -0.118
H 1.790 -0.403 0.962 -0.069 -0.032 -0.224
H 0.927 2.068 0.416 0.025 -0.175 0.114
H -1.688 1.626 0.308 -0.961 1.654 -1.536
H -0.948 -0.760 -1.604 -0.080 0.262 0.191
H -2.278 -0.710 -0.399 0.145 -0.091 0.099
H -0.401 -1.720 1.114 0.186 -0.019 -0.125
```
Forces are in eV/Å.

Values from the calculation:
**Net charge**: 0
**Frontier orbital gap**: 10.469 eV

For each atom in turn, the Mulliken charge in e is: -0.5438, 0.0603, -0.2318, -0.2365, -0.7020, -0.1843, -0.6318, 0.3206, 0.3712, 0.3588, 0.4270, 0.2482, 0.2965, 0.4474


Energy relative to the best compared isomer or geometry (same formula, charge and spin)
In order: 829.3; 153.9; 582.1; 287.8; 0.0; 353.9
Unit: kJ/mol
M
In order: 90.075; 183.201; 97.117; 101.133; 967.461; 97.117
Unit: g/mol